{"formula": "C3H5NSSi", "method": "ωB97M-V/def2-TZVPD", "e_lumo_ev": [0.14, -2.35], "e_tot_ha": -859.548666, "s_squared": 2.04, "molar_mass_g_mol": 115.23, "homo_lumo_gap_ev": [5.92, 6.52], "multiplicity": 3, "species": ["C", "C", "C", "N", "Si", "S", "H", "H", "H", "H", "H"], "coordinates": [[1.46441, -1.26185, -0.24323], [2.09301, -0.03251, 0.02917], [-0.68533, -0.32300, -0.03032], [0.09095, -1.20498, -0.16403], [-2.09451, 0.78219, 0.14252], [1.38312, 1.44910, 0.33398], [1.88240, -2.22834, -0.55196], [3.09083, -0.18103, 0.22023], [-2.84434, 1.05930, -1.21195], [-1.46200, 2.11294, 0.61004], [-2.91853, -0.17182, 0.86555]], "forces_ev_per_angstrom": [[-1.397, 1.901, -0.266], [-1.044, -0.659, 0.262], [-2.590, 3.264, -0.444], [2.143, -5.186, -0.641], [0.170, 0.659, -1.442], [0.828, -0.439, -0.217], [0.156, 0.716, 0.356], [2.638, 0.317, 0.232], [0.876, -0.325, 1.120], [-1.008, -0.817, 0.134], [-0.772, 0.569, 0.906]]}

{"formula": "C37H41F4N7O3RhS", "method": "ωB97M-V/def2-TZVPD", "e_lumo_ev": [-3.44, -6.66], "e_tot_ha": -2951.220535, "total_charge": 1, "s_squared": 6.07, "molar_mass_g_mol": 842.75, "homo_lumo_gap_ev": [6.48, 3.24], "multiplicity": 5, "species": ["Rh", "C", "N", "C", "C", "C", "N", "C", "C", "F", "C", "F", "C", "C", "F", "C", "F", "H", "H", "H", "H", "H", "H", "H", "H", "H", "H", "H", "C", "C", "C", "C", "C", "C", "C", "N", "C", "C", "C", "C", "C", "C", "C", "N", "C", "C", "C", "C", "H", "H", "H", "H", "H", "H", "H", "H", "H", "H", "H", "H", "H", "H", "H", "H", "H", "H", "H", "H", "H", "H", "H", "H", "O", "S", "O", "O", "C", "N", "C", "C", "C", "N", "C", "C", "C", "N", "C", "C", "H", "H", "H", "H", "H", "H"], "coordinates": [[1.15735, -0.17625, -1.61262], [0.03471, -2.81787, -0.85265], [-0.17937, -1.52907, -1.47624], [-1.53557, 0.41140, -1.86228], [-1.18535, -2.32793, -3.87814], [-0.24980, -1.21603, -4.44743], [0.99501, -0.89884, -3.71792], [1.91120, -0.10720, -4.33915], [3.23443, -0.16384, -3.83504], [3.49332, -1.01808, -2.82261], [4.25338, 0.63158, -4.30988], [5.46236, 0.53467, -3.75080], [4.03539, 1.52113, -5.34876], [2.76458, 1.58166, -5.88751], [2.50893, 2.42835, -6.88485], [1.73170, 0.79300, -5.41632], [0.52044, 0.93960, -5.97930], [-0.87279, -3.42037, -0.88812], [0.35280, -2.70152, 0.18803], [0.82699, -3.31130, -1.41510], [-2.60653, 0.55792, -1.99682], [-1.05978, 0.49234, -2.83525], [-1.15409, 1.17694, -1.17655], [-1.32178, -3.04366, -4.69520], [-0.70897, -2.89435, -3.09224], [-0.84139, -0.31871, -4.65313], [0.09977, -1.55661, -5.42709], [4.83010, 2.14493, -5.72794], [-3.71768, -4.99697, -1.57353], [-4.48909, -3.77713, -1.03550], [-5.75749, -3.59069, -1.88134], [-4.91161, -4.06359, 0.40516], [-3.53874, -2.58841, -1.16283], [-3.46403, -2.02749, -2.54445], [-2.59163, -1.86807, -3.55429], [-1.35013, -0.92840, -1.31636], [-1.90604, -1.14415, -0.03859], [-2.95119, -2.05093, -0.02137], [-1.10691, -0.50344, 1.00599], [-1.56851, -0.41959, 2.31681], [-0.80692, 0.17517, 3.31254], [0.43590, 0.67967, 2.92354], [0.84071, 0.56820, 1.61005], [0.11389, -0.00469, 0.64818], [-1.26963, 0.30375, 4.75427], [-1.35233, 1.79605, 5.10707], [-0.24268, -0.38126, 5.66699], [-2.63772, -0.33678, 4.97620], [-4.35772, -5.87859, -1.54471], [-2.83335, -5.20220, -0.96723], [-3.40386, -4.84128, -2.60628], [-6.42255, -4.43703, -1.71061], [-5.54117, -3.55724, -2.94715], [-6.29703, -2.68309, -1.60561], [-5.60957, -4.89973, 0.40817], [-5.41674, -3.21029, 0.85931], [-4.06978, -4.35157, 1.03514], [-4.45436, -1.65699, -2.80867], [-3.02876, -1.34957, -4.40563], [-3.29501, -2.40673, 0.94045], [-2.54483, -0.82212, 2.54015], [1.10151, 1.15217, 3.63111], [1.81145, 0.94564, 1.31697], [-0.38972, 2.29294, 4.99455], [-1.66158, 1.90646, 6.14592], [-2.08112, 2.31046, 4.47906], [0.75057, 0.05415, 5.56831], [-0.17063, -1.44811, 5.44985], [-0.54912, -0.26749, 6.70620], [-3.41633, 0.14781, 4.38489], [-2.91466, -0.23523, 6.02475], [-2.63089, -1.40238, 4.74317], [5.91670, 2.13919, 4.61454], [5.18395, 3.25707, 5.17298], [5.95575, 4.11158, 6.03652], [3.88598, 2.87646, 5.70623], [4.71132, 4.25937, 3.74389], [4.56028, 5.56136, 3.90081], [4.06051, 6.22513, 2.87012], [3.67140, 5.60369, 1.68856], [3.89761, 4.23587, 1.63768], [4.43733, 3.57360, 2.65497], [3.47342, 3.35063, 0.52170], [4.07506, 2.09855, 0.38687], [3.54798, 1.19580, -0.50730], [2.44423, 1.45545, -1.22580], [1.91996, 2.68593, -1.16296], [2.41811, 3.66516, -0.32918], [3.94765, 7.29609, 2.99426], [3.24394, 6.16717, 0.87555], [4.90838, 1.83286, 1.01997], [3.96975, 0.20371, -0.62133], [1.05092, 2.86918, -1.78403], [1.91979, 4.62299, -0.28378]], "forces_ev_per_angstrom": [[-0.699, -1.012, -1.185], [0.001, 0.035, -0.047], [0.229, -0.068, -0.094], [-0.085, 0.084, -0.008], [-0.034, 0.004, -0.092], [0.202, 0.282, -0.064], [-0.125, 0.173, 1.598], [0.818, 0.458, -0.595], [-0.092, 0.302, -0.553], [0.041, -0.063, 0.237], [-0.422, -0.053, -0.111], [0.174, -0.005, 0.080], [-0.008, 0.051, -0.005], [0.250, -0.206, 0.160], [-0.031, 0.099, -0.113], [0.067, -0.361, 0.483], [-0.120, 0.109, -0.063], [0.048, -0.039, -0.006], [-0.015, -0.033, -0.014], [0.014, 0.028, 0.040], [0.031, 0.023, 0.037], [0.031, 0.008, -0.016], [-0.020, 0.002, -0.059], [-0.029, -0.005, 0.005], [0.012, -0.067, 0.018], [-0.147, -0.096, -0.007], [-0.079, 0.044, 0.025], [0.026, 0.009, -0.017], [0.002, 0.003, -0.025], [0.023, -0.006, 0.003], [-0.043, -0.047, 0.024], [-0.013, -0.046, -0.008], [0.029, -0.107, -0.082], [0.089, 0.174, -0.135], [-0.110, -0.226, -0.009], [-0.055, 0.139, 0.291], [0.023, 0.250, -0.134], [-0.087, -0.093, 0.178], [0.063, -0.124, -0.044], [0.004, 0.009, 0.184], [0.012, 0.001, -0.071], [0.007, -0.021, -0.034], [-0.092, -0.037, 0.107], [-0.038, 0.130, 0.081], [0.030, 0.000, -0.037], [-0.031, -0.023, 0.024], [-0.033, -0.031, 0.019], [-0.007, 0.020, 0.050], [-0.029, -0.045, 0.005], [0.012, -0.003, 0.017], [0.010, 0.015, -0.019], [-0.012, -0.013, 0.002], [0.020, 0.008, -0.029], [-0.002, 0.027, 0.018], [-0.018, -0.024, 0.006], [-0.025, 0.037, 0.009], [0.042, 0.003, 0.023], [0.010, 0.051, 0.048], [-0.023, -0.015, -0.031], [-0.027, 0.010, 0.000], [-0.043, -0.001, -0.007], [0.006, 0.028, 0.038], [-0.004, 0.035, 0.002], [0.044, 0.016, -0.009], [-0.022, 0.013, 0.038], [-0.007, 0.001, -0.022], [0.030, 0.028, -0.013], [-0.002, -0.006, -0.017], [-0.015, -0.009, 0.045], [-0.007, 0.009, -0.020], [-0.011, 0.007, 0.029], [0.009, -0.033, -0.012], [0.127, -0.280, 0.560], [-0.731, 1.101, -1.591], [0.208, -0.316, 0.494], [0.355, -0.367, 0.445], [-0.092, 0.327, -0.400], [0.181, -0.158, 0.582], [-0.148, 0.226, -0.310], [0.313, -0.182, 0.377], [-0.252, -0.050, -0.341], [0.037, -0.281, 0.377], [0.065, -0.150, -0.217], [-0.001, 0.333, 0.050], [-0.047, -0.155, -0.098], [0.118, 0.197, -0.042], [0.059, -0.092, -0.140], [0.031, 0.030, 0.250], [0.017, -0.011, 0.020], [-0.023, 0.006, -0.079], [0.025, -0.049, -0.038], [-0.008, 0.048, -0.025], [0.016, -0.008, 0.019], [-0.002, 0.024, -0.013]]}

{"formula": "C5H36N2O10", "method": "ωB97M-V/def2-TZVPD", "e_lumo_ev": -5.17, "e_tot_ha": -1073.339851, "total_charge": 2, "molar_mass_g_mol": 284.35, "homo_lumo_gap_ev": 11.38, "species": ["C", "C", "C", "C", "C", "N", "N", "H", "H", "H", "H", "H", "H", "H", "H", "H", "H", "H", "H", "H", "H", "H", "H", "H", "H", "O", "H", "H", "O", "H", "H", "O", "H", "H", "O", "H", "H", "O", "H", "H", "O", "H", "H", "O", "H", "H", "O", "H", "H", "O", "H", "H", "O"], "coordinates": [[-1.92585, -1.48544, -1.46599], [-0.45217, -1.90517, -1.75097], [0.26301, -1.03286, -2.90579], [1.18510, 0.02050, -2.56353], [2.44469, -0.39735, -1.84333], [2.25550, -0.49529, -0.31459], [-1.85868, -0.41349, -0.32914], [-2.39819, -1.05239, -2.35746], [-2.47061, -2.48893, -1.17017], [0.19173, -1.88873, -0.80927], [-0.41434, -2.93086, -2.19822], [0.98831, -1.82857, -3.38076], [-0.36029, -0.65734, -3.64678], [0.83834, 0.87760, -1.86665], [1.55326, 0.55252, -3.47032], [2.91570, -1.25555, -2.29657], [3.48039, 0.36861, -1.98446], [2.34300, -1.58471, -0.25235], [1.19998, -0.17062, -0.05339], [3.09691, -0.00526, 0.09918], [-1.20104, 0.40827, -0.57258], [-1.38387, -0.87473, 0.43018], [-2.76367, -0.22010, -0.05469], [-0.47736, 4.27518, 2.35053], [0.85711, 4.46843, 1.42899], [0.28575, 3.83809, 1.89832], [-0.22141, -3.19741, 1.02885], [-1.03418, -2.34602, 2.10230], [-0.25828, -2.19035, 1.46001], [-2.65180, -3.89414, 3.31220], [-3.35607, -2.42978, 3.63827], [-2.54208, -2.98866, 3.40312], [-1.70940, 1.56017, 2.40414], [-2.92574, 2.15946, 1.70538], [-2.13009, 1.61066, 1.49692], [2.36458, 2.32091, -1.24615], [3.48492, 2.57238, -0.11884], [3.15219, 1.88777, -0.65242], [-0.88213, 2.01376, 4.82818], [-2.10585, 1.32088, 4.88151], [-1.46297, 1.56878, 4.24353], [-2.49174, 2.21939, -3.95263], [-1.37926, 2.22811, -2.95992], [-1.95594, 1.53184, -3.24852], [2.40110, -3.86616, -2.67747], [2.65178, -4.14773, -1.20372], [2.15811, -3.55724, -1.66185], [0.21349, 1.67603, 0.52600], [-0.87494, 2.63257, -0.09161], [-0.21198, 1.98395, -0.25255], [1.98395, 1.59394, 2.33388], [0.62432, 0.60149, 2.70922], [1.47110, 0.83424, 2.09706]], "forces_ev_per_angstrom": [[1.017, -1.519, 0.604], [0.698, 0.786, -1.325], [1.361, -4.391, 0.847], [2.276, 4.174, 1.878], [3.981, 2.650, -0.735], [-0.957, -2.838, -1.517], [2.549, -1.750, -2.837], [0.081, 0.000, 0.492], [0.606, 2.531, 0.036], [-1.117, -0.280, -1.289], [-0.295, 0.766, 0.905], [-1.615, 1.364, 0.332], [-1.690, 0.151, -1.222], [-0.368, -1.166, -1.355], [-0.487, -0.410, 0.358], [-0.473, -1.003, 0.627], [-3.688, -1.836, 0.292], [-0.429, 2.317, 0.855], [3.898, -0.733, -0.130], [-1.974, -0.352, 0.081], [-1.663, -0.425, 0.190], [0.268, -0.549, 0.834], [-2.139, 1.487, 0.827], [1.334, -0.015, -0.789], [-0.745, 0.168, 0.552], [-0.571, -0.041, 0.345], [0.052, 3.941, 1.602], [1.335, 0.288, -0.632], [-1.688, -4.204, -0.625], [-1.250, -2.503, 0.082], [1.610, -2.191, -0.522], [-0.200, 4.755, 0.235], [-0.533, 0.099, -1.012], [0.774, -0.650, -0.369], [-0.807, 0.614, 1.771], [2.967, -1.390, 2.318], [0.663, 1.724, 0.969], [-3.359, 0.711, -2.790], [1.562, 1.038, 0.512], [-1.523, -0.801, 0.542], [0.110, -0.261, -1.066], [1.723, -3.389, 2.637], [1.050, 0.315, 0.766], [-2.716, 2.994, -3.293], [-1.064, 1.331, 3.803], [2.428, -3.040, 2.556], [-1.243, 1.628, -6.162], [0.412, 0.433, 1.831], [-0.570, 0.616, 1.064], [0.701, -1.136, -3.031], [-0.280, 0.852, 0.994], [3.540, 1.498, -1.639], [-3.553, -2.354, 0.602]]}